# 1
99
Properties=species:S:1:pos:R:3 method="wB97M-V/def2-TZVPD" total_charge=+1 gap_ev=6.81 lumo_energy_ha=-0.1226 homo_energy_ev=-10.145
C -5.40952 -3.63959 -0.08142
C -5.24744 -2.84723 -1.48425
C -5.13156 -3.90278 -2.69115
C -3.59331 -4.31199 -3.05245
C -2.83613 -3.19735 -3.92077
Br -1.84936 -4.36787 -5.26843
C -3.66259 -2.24397 -4.90673
N -2.46548 -1.50535 -5.49921
C -1.71335 -1.21314 -4.24572
N -1.15997 -0.01739 -4.04080
C -1.17998 1.12394 -5.00980
F -0.18283 2.10935 -4.68345
C -2.59886 1.86180 -5.14295
C -2.43545 3.45056 -5.45207
N -1.70281 -2.40770 -3.35971
C -1.68373 -2.11458 -1.89527
C -0.11195 -1.87015 -1.49832
C 0.19114 -2.54659 -0.07149
C 1.73574 -2.36243 0.36393
N 1.73617 -1.90936 1.78802
C 2.07588 -0.55138 2.20022
C 1.98887 -0.44993 3.74117
C 1.56361 -1.88790 4.27063
C 1.45030 -2.73119 2.96479
H -6.32835 -3.31332 0.51021
H -4.48825 -3.41430 0.55598
H -5.46894 -4.77744 -0.21116
H -4.38577 -2.09921 -1.44443
H -6.24173 -2.27550 -1.63781
H -5.69745 -3.57013 -3.64502
H -5.66475 -4.87299 -2.35860
H -3.69619 -5.23987 -3.73404
H -3.01908 -4.67729 -2.13017
H -4.31503 -2.72654 -5.71055
H -4.15345 -1.48606 -4.18737
H -2.93706 -0.69765 -5.93442
H -0.66495 0.16513 -3.14169
H -0.87728 0.68333 -6.03368
H -3.30878 1.69795 -4.26071
H -3.09732 1.42951 -6.09658
H -2.03618 4.02900 -4.55467
H -3.44309 3.91728 -5.73277
H -1.73905 3.63073 -6.35732
H -2.22276 -1.14470 -1.59299
H -2.03131 -2.96663 -1.22525
H 0.52765 -2.38039 -2.31769
H 0.14426 -0.75526 -1.43210
H -0.43597 -1.99165 0.71767
H -0.00992 -3.67734 -0.09571
H 2.28487 -3.37252 0.32609
H 2.29647 -1.56249 -0.23797
H 2.35693 0.25511 1.43126
H 2.17271 0.47890 4.38032
H 1.39409 -2.18347 5.36510
H 1.18129 -3.84781 2.99517
C 4.40955 4.18634 -0.80636
C 3.06846 3.57849 -0.42525
O 3.38507 2.53231 0.49917
S 4.70192 2.95900 1.34806
O 4.27021 3.50894 2.59911
O 5.66255 1.90186 1.25316
O 5.18134 4.18246 0.39583
H 4.92814 3.56920 -1.54594
H 4.30732 5.20219 -1.19017
H 2.53198 3.18135 -1.28811
H 2.43474 4.30932 0.09392
C -2.25321 1.89832 3.29894
C -1.55663 0.56734 3.06539
O -2.44071 -0.17023 2.21695
S -3.22603 0.86317 1.24607
O -2.54598 0.89526 -0.01967
O -4.63082 0.61651 1.36375
O -2.86753 2.22562 2.04852
H -3.04070 1.80596 4.05205
H -1.55621 2.68182 3.59846
H -1.37211 0.02499 3.99256
H -0.61211 0.70354 2.53094
C 3.24819 8.03984 2.16633
C 1.98331 8.85764 1.95582
O 1.08062 7.97581 1.28596
S 1.35931 6.45729 1.78275
O 0.41350 6.13785 2.80928
O 1.55782 5.63109 0.62482
O 2.79689 6.72163 2.48206
H 3.84125 7.98639 1.24896
H 3.86540 8.43478 2.97384
H 2.16095 9.75273 1.35980
H 1.53241 9.14104 2.91121
C 4.96837 -4.00882 4.11671
C 4.66422 -3.79807 5.58248
O 4.19635 -5.06111 6.05331
S 4.94683 -6.24130 5.22764
O 6.05063 -6.70997 6.01091
O 3.95026 -7.11629 4.68747
O 5.53228 -5.31804 4.02680
H 4.05104 -3.99070 3.52132
H 5.66761 -3.26765 3.72780
H 3.91151 -3.02570 5.74068
H 5.56902 -3.54437 6.14278

=====

# 2
86
Properties=species:S:1:pos:R:3 method="wB97M-V/def2-TZVPD" total_charge=-2 gap_ev="2.27 / 7.69" spin_multiplicity=2 lumo_energy_ha="0.1260 / 0.1243" homo_energy_ev="1.161 / -4.311" s_squared=0.752
As -0.87321 -1.37335 0.81697
F 0.14845 -2.68013 1.51772
F -1.78458 -2.59303 -0.20113
F -1.66804 -0.05397 -0.14598
F -0.00158 -0.16839 1.83313
F 0.43047 -1.19784 -0.42492
F -2.18000 -1.41456 2.06269
C 3.45029 -2.08063 1.25642
C 3.32572 -2.10935 2.74594
O 4.19509 -1.69260 3.46008
N 2.30342 -2.75952 3.24220
C 2.07705 -3.07862 4.68492
H 2.57976 -1.57068 0.84384
H 3.70956 -3.10112 0.97448
H 4.36719 -1.51521 1.09000
H 1.48682 -2.75679 2.64785
H 2.07796 -2.19783 5.32703
H 2.82818 -3.76814 5.07023
H 1.13811 -3.62414 4.77933
C 0.24795 3.35908 3.56246
C -1.23732 3.23173 3.78053
O -1.84632 4.02044 4.52230
N -1.84957 2.12774 3.20753
C -3.27267 1.75059 3.26001
H 0.35824 4.20618 2.88544
H 0.70203 2.52156 3.03287
H 0.71264 3.55743 4.52829
H -1.27252 1.47495 2.69667
H -3.68682 1.43388 2.30278
H -3.83682 2.64898 3.51047
H -3.34250 1.01319 4.05968
C -0.73947 4.95760 -4.80053
C -0.59761 3.78812 -3.85967
O 0.26866 3.80720 -3.04176
N -1.62099 2.89150 -3.80855
C -1.54188 1.68910 -2.96470
H 0.13959 5.07243 -5.43468
H -0.80127 5.89370 -4.24556
H -1.55514 4.84193 -5.51425
H -2.42245 2.96244 -4.41907
H -0.50739 1.46551 -2.70403
H -1.79940 0.79397 -3.53085
H -2.06355 1.94119 -2.04144
C 0.71990 2.53467 -0.09944
C 2.06310 3.26928 -0.07703
O 2.79407 3.33408 0.90504
N 2.45117 3.77636 -1.25955
C 3.68110 4.52594 -1.46382
H -0.03734 3.07308 -0.66935
H 0.37352 2.38831 0.92365
H 0.76075 1.52085 -0.49769
H 1.76164 3.65122 -1.98686
H 4.31010 4.72168 -0.59540
H 3.47362 5.47282 -1.96229
H 4.25477 3.90414 -2.15111
C -4.74719 -3.25633 2.82464
C -3.72384 -4.35750 3.22448
O -3.93866 -4.97600 4.28789
N -2.69394 -4.54844 2.47981
C -1.69217 -5.54753 2.87602
H -5.52931 -3.70441 2.21177
H -4.33466 -2.40613 2.28144
H -5.15395 -2.77699 3.71507
H -2.53181 -4.06042 1.61053
H -1.60811 -5.60318 3.96135
H -0.77085 -5.15611 2.44468
H -1.89177 -6.53605 2.46240
C 0.65220 -1.37080 -4.05557
C 1.93690 -1.44121 -3.28229
O 2.92500 -1.14928 -4.19663
C 4.21613 -1.12813 -3.87597
O 4.63652 -1.66518 -2.84654
C 5.15395 -0.64783 -4.98231
F 4.45353 -0.03320 -5.92843
F 6.01519 0.30933 -4.51060
F 5.81194 -1.69660 -5.51541
H -0.30832 -1.58378 -3.58638
H 0.79558 -2.10992 -4.84375
H 0.51038 -0.39980 -4.53006
H 1.97943 -2.45884 -2.89406
H 1.88805 -0.72581 -2.46136
C -4.81041 -0.93464 -0.82948
Br -6.24552 -0.53769 0.42643
Br -5.16860 -0.08602 -2.62578
Br -4.56349 -2.83580 -1.04710
H -3.91466 -0.46308 -0.42529

=====

# 3
10
Properties=species:S:1:pos:R:3 method="wB97M-V/def2-TZVPD" e_above_lowest_kj_mol=810.4 total_charge=0 gap_ev=9.59 lumo_energy_ha=0.0304 homo_energy_ev=-8.762
C 0.96997 -1.37829 0.86949
C -1.11796 1.41393 -0.71607
N -0.09144 -0.62330 -0.50627
N -0.39636 0.42298 -0.02758
O 2.27198 -1.19400 0.76902
O 1.71519 -2.46882 0.50155
H 0.56346 -1.44371 1.94019
H -0.74742 2.54267 -0.50572
H -2.24802 1.32603 -0.48556
H -0.91941 1.40251 -1.83905

=====

# 4
13
Properties=species:S:1:pos:R:3 method="wB97M-V/def2-TZVPD" e_above_lowest_kj_mol=0.0 total_charge=-1 gap_ev=9.56 lumo_energy_ha=0.1462 homo_energy_ev=-5.581
O 0.92807 0.93295 0.90607
C -0.10667 0.35810 1.29328
O -0.78918 -0.47674 0.68437
H -0.40386 0.68210 2.32153
H -3.33881 -1.60468 -0.40030
H -2.45232 -0.85904 0.63357
O -3.36933 -1.19796 0.46620
H 0.27371 -1.03603 -0.87185
H 1.49751 -0.43801 -1.53678
O 0.75898 -1.03246 -1.72465
H 2.09938 1.36277 -0.30882
H 2.11026 1.91970 -1.71099
O 2.68612 1.47322 -1.08272

=====

# 5
31
Properties=species:S:1:pos:R:3 method="wB97M-V/def2-TZVPD" total_charge=0 gap_ev=9.56 lumo_energy_ha=0.0206 homo_energy_ev=-8.998
C -1.42494 -0.44756 2.90528
C -2.74147 0.30369 2.28355
C -2.89047 0.22074 0.65387
O -2.02307 -0.76694 -0.00596
C -0.80941 -0.13490 -0.58083
C 0.37600 -1.19141 -0.98866
N 0.26288 -2.44904 -0.10114
B 1.90341 -0.58872 -0.92722
O 2.91405 -1.37703 -0.14015
N 2.41993 0.66156 -1.61240
C 1.50213 1.16358 -2.70416
C 2.76794 1.72556 -0.59518
H -0.97505 0.27909 3.73846
H -0.55371 -0.64151 2.14921
H -1.74527 -1.42462 3.49780
H -2.66232 1.46407 2.55071
H -3.69773 -0.18741 2.75603
H -4.01012 -0.12589 0.43691
H -2.73234 1.25609 0.09926
H -0.42547 0.78170 0.08081
H -1.17032 0.36803 -1.60104
H 0.15261 -1.57930 -2.09075
H 1.00708 -3.15519 -0.38431
H -0.64281 -2.95734 -0.33286
H 2.78994 -1.21839 0.84436
H 1.13819 0.30516 -3.44934
H 0.57302 1.69794 -2.18542
H 2.05509 2.03113 -3.30227
H 3.56120 1.30875 0.18285
H 3.30490 2.64478 -1.12299
H 1.77610 2.03340 -0.05440

=====

# 6
24
Properties=species:S:1:pos:R:3 method="wB97M-V/def2-TZVPD" total_charge=+1 gap_ev="9.78 / 9.54" spin_multiplicity=3 lumo_energy_ha="-0.1361 / -0.1427" homo_energy_ev="-13.481 / -13.428" s_squared=2.003
Ni 0.00803 0.12200 0.41960
B -1.43390 -0.05723 -1.29670
H -0.59017 0.46592 -1.98791
H -1.77588 0.80783 -0.52060
H -2.36616 -0.37033 -1.95836
H -0.95182 -0.97728 -0.69914
O -1.15645 -1.13034 1.71265
H -1.68922 -1.89626 1.47535
H -1.25088 -1.02038 2.66370
O 1.24876 0.56425 2.08915
H 1.28645 0.00629 2.87151
H 1.85867 1.28700 2.25978
O -0.95526 2.04649 1.34211
H -1.91207 2.15192 1.33777
H -0.60647 2.85826 1.72117
O 1.23141 1.54504 -0.57061
H 1.31203 1.46559 -1.52820
H 2.03718 1.97659 -0.27093
O 1.33455 -1.42347 0.01803
H 1.16257 -2.34399 0.23847
H 1.90145 -1.44358 -0.76276
O 0.54713 -1.92197 -2.84618
H -0.07339 -1.47777 -2.25417
H 0.83345 -1.23458 -3.45374

=====

# 7
15
Properties=species:S:1:pos:R:3 method="wB97M-V/def2-TZVPD" total_charge=+1 gap_ev=8.75 lumo_energy_ha=-0.1281 homo_energy_ev=-12.233
H -1.66825 -0.66967 0.79778
Li 0.30225 -1.17237 -2.02858
O -0.42195 -1.88781 1.88702
O 0.22717 0.13972 1.09474
C -0.22462 1.39643 0.52810
C -0.20685 1.32628 -1.00290
O 0.91493 0.65016 -1.48329
C -0.64170 -0.96692 1.08645
H -1.22556 1.62497 0.91825
H 0.49863 2.13638 0.89395
H -0.26307 2.36372 -1.37858
H -1.13773 0.82674 -1.34597
O 0.81860 -1.86411 -0.40321
Ba 2.28479 -0.50887 -0.19438
Li 0.74337 -3.39466 0.63063

=====

# 8
23
Properties=species:S:1:pos:R:3 method="wB97M-V/def2-TZVPD" e_above_lowest_kj_mol=129.7 total_charge=0 gap_ev=9.16 lumo_energy_ha=0.0289 homo_energy_ev=-8.373
C -0.35857 -2.26546 0.93096
C -0.92789 -0.91204 0.51359
N -0.11489 0.16850 1.09315
C 1.15435 0.36097 0.38724
C 1.03798 1.65521 -0.46112
C -0.41744 2.08627 -0.31016
C -0.78832 1.46164 1.04188
H -0.80908 -2.54150 1.89141
H 0.69686 -2.14839 1.16906
H -0.47512 -3.07757 0.21051
H -0.98690 -0.81119 -0.57265
H -1.91372 -0.76836 0.95760
H 1.42346 -0.49644 -0.22054
H 1.97319 0.48651 1.10708
H 1.71579 2.43205 -0.09272
H 1.32995 1.48818 -1.49526
H -1.06759 1.71324 -1.09626
H -0.51672 3.16777 -0.23973
H -0.44363 2.08049 1.87641
H -1.86694 1.32136 1.16125
O 0.37244 -1.45373 -2.82047
H 1.15139 -2.02260 -2.85769
H -0.16860 -1.92493 -2.17352